No. 1
Density functional theory data (ωB97M-V/def2-TZVPD) for C8H11BNO3S as an isolated structure in a non-equilibrium geometry.

Positions of all 25 atoms, in Å:
C (-4.704, 0.726, 5.701)
C (-3.198, 0.698, 5.979)
C (-2.510, 1.886, 6.110)
C (-1.112, 1.871, 6.365)
C (-0.431, 0.642, 6.421)
S (1.338, 0.568, 6.698)
N (1.919, 0.224, 5.316)
C (3.028, -0.273, 4.894)
O (4.197, 0.002, 4.638)
O (1.686, 1.868, 7.193)
O (1.534, -0.595, 7.548)
C (-1.153, -0.535, 6.348)
C (-2.540, -0.520, 6.095)
H (-5.084, -0.286, 5.624)
H (-5.231, 1.254, 6.499)
H (-4.907, 1.256, 4.768)
H (-3.022, 2.844, 6.017)
H (-0.576, 2.795, 6.501)
H (-0.640, -1.494, 6.481)
H (-3.081, -1.457, 5.994)
H (2.882, -1.379, 4.532)
B (2.987, -2.668, 4.124)
H (2.997, -3.307, 5.106)
H (2.029, -2.842, 3.472)
H (3.984, -2.798, 3.507)

Summary:
Gap between HOMO and LUMO ... 8.65 eV
Lowest unoccupied orbital energy ... 0.1043 hartree
Total charge ... -1
HOMO energy ... -5.810 eV


No. 2
Density functional theory data (ωB97M-V/def2-TZVPD) for an isolated ion of composition C8H11ClN3O and charge +1 in a non-equilibrium geometry.

Positions of all 24 atoms, in Å:
C (0.927, 0.741, 0.801)
C (0.092, 0.602, 1.948)
C (0.475, 0.753, -0.670)
C (-2.018, -1.370, -2.387)
C (-0.866, -0.412, -2.246)
C (-1.284, 0.476, 1.689)
C (2.447, 0.898, 0.946)
C (0.517, 0.395, 3.346)
N (-2.008, -2.276, -3.259)
N (-0.661, -0.017, -0.991)
N (-0.046, -0.303, -3.223)
O (1.158, 1.236, -1.573)
Cl (-2.426, 0.141, 2.937)
H (-2.945, -1.251, -1.667)
H (-1.701, 0.445, 0.698)
H (2.635, 1.240, 1.999)
H (2.911, 1.497, 0.229)
H (2.952, -0.158, 0.769)
H (1.284, -0.359, 3.062)
H (-0.216, -0.090, 4.007)
H (1.028, 1.281, 3.792)
H (-2.732, -2.948, -3.223)
H (-0.205, -0.869, -3.989)
H (0.683, 0.349, -2.997)

Summary:
Gap between HOMO and LUMO (spin up / spin down) ... 7.04 / 7.04 eV
Lowest unoccupied orbital energy (spin up / spin down) ... -0.2407 / -0.2407 hartree
Total charge ... +1
Energy above the lowest of the compared OMol25 structures with the same formula, charge and spin ... 0.0 kJ/mol
HOMO energy (spin up / spin down) ... -13.588 / -13.589 eV


No. 3
Density functional theory data (ωB97M-V/def2-TZVPD) for an isolated ion of composition C8H11ClN3S and charge +1 in a non-equilibrium geometry.

Positions of all 24 atoms, in Å:
C (-2.511, 2.653, -3.115)
C (-2.594, 1.544, -2.221)
C (-1.461, 3.468, -2.867)
C (-1.689, 1.677, -1.174)
C (0.981, -0.644, 2.039)
C (-1.342, -0.847, 1.704)
C (-1.296, 0.894, -0.063)
C (1.446, -1.310, 0.910)
N (-0.209, -0.190, 2.312)
N (-1.760, -0.268, 0.395)
N (2.927, -1.586, 0.965)
S (-0.733, 3.131, -1.378)
Cl (-3.176, -1.060, -0.374)
H (-3.039, 2.775, -3.944)
H (-3.271, 0.713, -2.461)
H (-1.140, 4.207, -3.575)
H (1.612, -0.474, 2.801)
H (-1.291, -1.922, 1.350)
H (-2.125, -0.836, 2.583)
H (-0.513, 1.174, 0.662)
H (1.077, -1.406, -0.109)
H (3.214, -2.399, 1.490)
H (3.440, -0.852, 1.429)
H (3.306, -1.857, -0.016)

Summary:
Gap between HOMO and LUMO ... 6.57 eV
Lowest unoccupied orbital energy ... -0.1570 hartree
Total charge ... +1
Energy above the lowest of the compared OMol25 structures with the same formula, charge and spin ... 0.0 kJ/mol
HOMO energy ... -10.841 eV


The lowest total charge belongs to which entry?
C8H11BNO3S


Please write out number 1 again, unchanged.
Density functional theory data (ωB97M-V/def2-TZVPD) for C8H11BNO3S as an isolated structure in a non-equilibrium geometry.

Positions of all 25 atoms, in Å:
C (-4.704, 0.726, 5.701)
C (-3.198, 0.698, 5.979)
C (-2.510, 1.886, 6.110)
C (-1.112, 1.871, 6.365)
C (-0.431, 0.642, 6.421)
S (1.338, 0.568, 6.698)
N (1.919, 0.224, 5.316)
C (3.028, -0.273, 4.894)
O (4.197, 0.002, 4.638)
O (1.686, 1.868, 7.193)
O (1.534, -0.595, 7.548)
C (-1.153, -0.535, 6.348)
C (-2.540, -0.520, 6.095)
H (-5.084, -0.286, 5.624)
H (-5.231, 1.254, 6.499)
H (-4.907, 1.256, 4.768)
H (-3.022, 2.844, 6.017)
H (-0.576, 2.795, 6.501)
H (-0.640, -1.494, 6.481)
H (-3.081, -1.457, 5.994)
H (2.882, -1.379, 4.532)
B (2.987, -2.668, 4.124)
H (2.997, -3.307, 5.106)
H (2.029, -2.842, 3.472)
H (3.984, -2.798, 3.507)

Summary:
Gap between HOMO and LUMO ... 8.65 eV
Lowest unoccupied orbital energy ... 0.1043 hartree
Total charge ... -1
HOMO energy ... -5.810 eV